A 2-piece molecular cluster, CH4FINP overall in a non-equilibrium geometry, computed with ωB97M-V/def2-TZVPD.

Values from the calculation:
HOMO-LUMO gap, eV: 10.09
E_tot, Eh: -834.1630
Energy relative to the best compared isomer or geometry (same formula, charge and spin), kcal per mole: 30.51
SMILES: C/N=P\F.I
E_LUMO, eV: -0.0655
HOMO, Eh: -0.3731

The geometry in XYZ format:
```
9
CH4FINP, DFT ωB97M-V/def2-TZVPD
C -0.8917 -0.3972 0.1876
N -0.9636 0.9417 -0.2709
P -2.0922 1.9544 -0.2964
F -3.5081 1.2575 0.3593
H -1.4342 -0.5945 1.1208
H -1.4405 -1.1209 -0.5591
H 0.1227 -0.8541 0.0738
I 4.6029 -0.0643 -0.0380
H 5.6047 -1.1227 -0.5772
```

Partial charges, natural (NBO), in e: atom 1 (C): -0.46, atom 2 (N): -0.93, atom 3 (P): 1.37, atom 4 (F): -0.62, atom 5 (H): 0.22, atom 6 (H): 0.21, atom 7 (H): 0.21, atom 8 (I): -0.09, atom 9 (H): 0.09